(1)
DFT (ωB97M-V with the def2-TZVPD basis set) results for C9H24GeMoO9P2Se as an isolated structure.

The multiplicity is 3. The largest force on an atom comes out at 1.19 eV/A. Its total charge is +2. As for the expectation value of S²: 2.039. The calculation puts the molar mass at 585.7 g mol⁻¹. The value obtained for the orbital gap (alpha / beta) is 0.2729 / 0.2861 Eh. The calculated total energy is -170434.1301 eV.

```
47
C9H24GeMoO9P2Se, DFT ωB97M-V with the def2-TZVPD basis set
Mo 0.047 0.310 0.587
C -3.316 -1.613 -0.122
C -3.581 -0.232 0.487
O -4.954 0.092 0.532
P -2.799 1.050 -0.551
O -3.648 1.243 -1.840
O -2.886 2.420 0.189
O -1.329 0.713 -0.837
P -2.822 -0.199 2.181
O -3.464 0.955 3.027
O -2.657 -1.517 2.780
O -1.442 0.495 1.743
H -3.796 -1.687 -1.099
H -3.717 -2.384 0.536
H -2.251 -1.815 -0.250
H -5.488 -0.706 0.636
H -3.485 0.698 -2.623
H -3.748 2.867 0.205
H -3.907 0.677 3.842
C 2.081 -3.050 1.142
O 2.295 -2.042 0.091
C 1.550 -1.017 0.053
O 1.611 -0.108 -0.790
H 3.044 -3.533 1.259
H 1.334 -3.748 0.777
H 1.771 -2.556 2.058
C 1.317 5.114 3.306
Ge 2.648 4.863 1.909
C 2.291 5.980 0.353
C 4.492 4.921 2.511
C 2.363 2.940 1.311
Se 0.722 2.769 0.293
C 1.418 2.841 -1.518
H 1.171 6.174 3.508
H 1.631 4.633 4.232
H 0.351 4.701 3.010
H 2.300 7.028 0.653
H 1.307 5.786 -0.080
H 3.052 5.850 -0.417
H 4.726 5.922 2.873
H 5.174 4.689 1.693
H 4.662 4.218 3.325
H 2.250 2.313 2.199
H 3.166 2.546 0.689
H 1.788 3.855 -1.650
H 0.590 2.642 -2.192
H 2.211 2.109 -1.631
```

---

(2)
DFT (ωB97M-V with the def2-TZVPD basis set) results for C9H24N18O2V as an isolated structure.

The calculation puts the energy above the lowest of the compared OMol25 structures with the same formula, charge and spin at 5.020 eV. The multiplicity is 2. The largest force on an atom comes out at 0.69 eV/A. Its total charge is 0. As for the expectation value of S²: 0.756. The calculation puts the molar mass at 467.4 g mol⁻¹. The value obtained for the orbital gap (alpha / beta) is 0.1975 / 0.1967 Eh. The calculated total energy is -66318.9943 eV.

```
54
C9H24N18O2V, DFT ωB97M-V with the def2-TZVPD basis set
V 0.221 -0.034 0.603
N -0.047 -1.182 2.491
C -1.428 -1.686 2.550
C -1.789 -2.294 1.205
N -1.579 -1.401 0.049
C -1.449 -2.251 -1.158
C -0.827 -1.561 -2.362
N 0.621 -1.447 -2.195
C -2.744 -0.507 -0.164
C -2.866 0.621 0.848
N -1.547 1.249 1.015
H 0.575 -1.966 2.290
H 0.225 -0.806 3.394
H -2.074 -0.857 2.823
H -1.550 -2.461 3.315
H -2.824 -2.661 1.232
H -1.140 -3.160 1.059
H -2.439 -2.642 -1.431
H -0.813 -3.097 -0.898
H -1.254 -0.575 -2.554
H -1.046 -2.160 -3.247
H 2.051 -0.125 -2.036
H 1.081 -1.827 -3.019
H -3.665 -1.105 -0.175
H -2.630 -0.064 -1.154
H -3.241 0.260 1.805
H -3.606 1.337 0.476
H -1.541 1.885 1.808
H -1.427 1.861 0.200
N -0.827 2.840 -1.401
C -0.050 1.829 -1.999
N 0.169 1.733 -3.246
N 0.848 0.589 -3.544
N 1.046 -0.045 -2.233
N 0.408 0.734 -1.217
C -0.229 3.771 -0.533
N -0.773 4.940 -0.257
N 0.027 5.450 0.701
N 0.977 4.627 0.978
N 0.855 3.530 0.194
H -1.401 3.302 -2.095
N 1.654 1.304 1.327
N 2.957 0.923 0.923
C 3.180 -0.339 0.527
N 4.449 -0.710 0.293
N 2.074 -1.103 0.443
N 2.251 -2.444 0.117
O 3.203 -2.819 -0.557
O 1.371 -3.177 0.527
H 1.386 2.229 0.812
H 1.691 1.510 2.324
H 3.731 1.547 1.095
H 5.169 -0.010 0.293
H 4.585 -1.557 -0.243
```

---

(3)
DFT (ωB97M-V with the def2-TZVPD basis set) results for C9H24N18O2V as an isolated structure.

The multiplicity is 4. The largest force on an atom comes out at 1.03 eV/A. Its total charge is 0. As for the expectation value of S²: 3.757. The calculation puts the molar mass at 467.4 g mol⁻¹. The value obtained for the orbital gap (alpha / beta) is 0.2593 / 0.2673 Eh. The calculated total energy is -66324.3923 eV.

```
54
C9H24N18O2V, DFT ωB97M-V with the def2-TZVPD basis set
V 0.085 -0.479 -0.215
N 0.638 0.390 1.881
C 1.140 1.760 2.099
C 0.302 2.810 1.374
N 0.257 2.556 -0.056
C -0.952 2.953 -0.757
C -1.410 1.938 -1.803
N -1.617 0.608 -1.214
C 1.495 2.903 -0.732
C 1.906 1.907 -1.808
N 1.847 0.540 -1.278
H -0.017 0.155 2.620
H 1.415 -0.275 2.008
H 2.169 1.792 1.738
H 1.176 2.009 3.162
H 0.707 3.805 1.613
H -0.712 2.777 1.773
H -0.833 3.927 -1.253
H -1.754 3.076 -0.022
H -0.663 1.830 -2.584
H -2.314 2.317 -2.286
H -1.759 -0.073 -1.973
H -2.473 0.608 -0.669
H 2.293 2.915 0.014
H 1.453 3.913 -1.164
H 2.905 2.171 -2.163
H 1.245 1.967 -2.669
H 2.597 0.384 -0.608
H 2.004 -0.132 -2.023
N 1.769 -3.327 -1.657
C 2.258 -2.849 -0.461
N 3.327 -3.347 0.143
N 3.464 -2.617 1.257
N 2.530 -1.722 1.321
N 1.734 -1.846 0.234
C 0.782 -2.731 -2.416
N 0.419 -3.164 -3.612
N -0.551 -2.324 -4.000
N -0.760 -1.429 -3.091
N 0.085 -1.658 -2.057
H 2.224 -4.132 -2.050
N -2.463 0.824 2.008
N -2.634 -0.429 2.623
C -2.186 -1.587 2.069
N -2.444 -2.697 2.793
N -1.544 -1.582 0.932
N -1.448 -2.872 0.349
O -0.685 -3.671 0.876
O -2.111 -3.048 -0.650
H -1.703 0.775 1.334
H -3.323 1.056 1.522
H -2.586 -0.380 3.628
H -3.261 -2.719 3.378
H -2.027 -3.573 2.520
```

---

(4)
DFT (ωB97M-V with the def2-TZVPD basis set) results for C9H24N2O5Si2 as an isolated structure.

The largest force on an atom comes out at 8.80 eV/A. Its total charge is 0. The calculation puts the molar mass at 296.5 g mol⁻¹. The value obtained for the orbital gap is 0.3466 Eh. The calculated total energy is -38692.9202 eV.

```
42
C9H24N2O5Si2, DFT ωB97M-V with the def2-TZVPD basis set
C 1.340 -2.691 1.270
C 0.030 -1.958 1.941
O 0.236 -0.758 2.551
O -1.351 -2.496 1.882
C -2.007 -1.758 0.761
C -3.395 -1.011 1.211
Si -3.830 0.569 0.175
N -3.022 2.086 0.818
O -3.644 0.370 -1.562
Si -2.040 0.831 -2.119
O -1.324 -0.363 -3.191
C -0.191 -1.069 -2.571
C 1.168 -0.159 -2.385
N 1.497 0.176 -0.936
C 2.394 1.392 -0.871
C 3.313 1.327 0.516
C 2.446 1.762 1.854
O 4.531 2.184 0.406
H 1.813 -2.107 0.364
H 2.157 -2.761 2.132
H 1.060 -3.770 0.874
H -2.202 -2.476 -0.171
H -1.226 -0.962 0.398
H -3.266 -0.700 2.353
H -4.287 -1.770 1.068
H -5.279 0.804 0.404
H -2.014 1.884 1.006
H -3.455 2.321 1.755
H -1.223 1.205 -0.973
H -2.232 2.060 -2.932
H 0.104 -1.943 -3.328
H -0.456 -1.619 -1.557
H 1.076 0.815 -3.058
H 2.078 -0.826 -2.775
H 0.642 0.265 -0.346
H 1.829 2.415 -0.925
H 3.180 1.389 -1.764
H 3.583 0.174 0.646
H 2.444 0.871 2.632
H 1.318 1.984 1.609
H 2.883 2.767 2.314
H 5.321 1.546 0.523
```

---

Q: The highest total charge belongs to which entry?
A: C9H24GeMoO9P2Se

---

Q: What is the formula in the fourth record?
A: C9H24N2O5Si2

---

Q: What is the formula in the first record?
A: C9H24GeMoO9P2Se